This record from the Open Molecules 2025 dataset describes a 2-piece molecular cluster, C2H7S overall. The level of theory is ωB97M-V with the def2-TZVPD basis set.

Geometry as XYZ:
```
10
Properties=species:S:1:pos:R:3:forces:R:3:mulliken_charge:R:1
S -1.559650 2.230861 1.469346 -0.65 0.06 -0.58 -0.876
H -0.563017 2.150647 2.319971 0.66 -0.05 0.58 -0.090
C 0.131408 -0.279209 -1.183698 0.09 -0.19 -0.38 -0.793
C 0.444993 -0.828480 0.202541 -0.38 0.27 1.00 -0.673
H 0.203811 0.803037 -1.255575 0.17 0.08 0.28 0.248
H 0.783031 -0.707114 -1.951530 -0.07 -0.04 -0.03 0.299
H -0.900647 -0.495928 -1.453781 -0.02 -0.11 -0.07 0.235
H 0.499316 -0.018184 0.933776 0.06 0.08 -0.15 0.125
H 1.345699 -1.433249 0.326857 0.11 0.05 -0.45 0.301
H -0.384945 -1.422382 0.592092 0.02 -0.14 -0.18 0.223
```
Positions in Å, forces in eV/Å.

Output
Total charge   -1
Relative energy (zero: lowest compared OMol25 entry of this formula, charge and spin)   3.96 kcal/mol
HOMO level   -2.40 eV
Multiplicity   1
Kohn-Sham gap   0.245 Ha

---

This record from the Open Molecules 2025 dataset describes C7H14CoOP as an isolated structure. The level of theory is ωB97M-V with the def2-TZVPD basis set.

Geometry as XYZ:
```
24
Properties=species:S:1:pos:R:3:forces:R:3:mulliken_charge:R:1
C 1.232174 0.230952 -1.715987 1.56 1.53 -1.32 -1.214
C 0.151328 0.087482 -2.605910 1.01 0.52 -0.93 0.299
C -0.518164 -1.144870 -2.644518 -1.46 -0.27 -0.64 -0.335
C -0.332711 -2.049126 -1.596489 0.45 -1.32 0.72 0.137
C 0.701115 -1.809956 -0.653354 -0.16 -2.23 -0.03 -1.185
Co 0.089916 -0.145896 -0.342452 -0.78 1.24 -0.20 -0.415
P -0.224881 2.028067 0.107621 -0.18 -0.23 0.27 0.024
H 2.054767 0.975921 -1.697568 -0.70 -0.09 -0.38 0.462
H -0.234874 0.864517 -3.300415 0.44 -0.23 0.27 0.262
H -1.216534 -1.404660 -3.465471 0.17 0.44 0.64 0.311
H 0.913882 -2.554816 0.099739 0.00 -0.75 0.37 0.328
H -0.964120 -2.965087 -1.536817 0.36 0.49 -0.25 0.278
H -1.393780 2.172337 0.929610 0.17 0.78 0.19 -0.003
H -0.173486 3.291342 -0.558968 -0.10 -0.08 0.37 0.060
H 0.751488 2.245140 1.133820 -0.39 0.56 -0.25 -0.006
C -0.199450 -0.790758 3.951486 0.51 -0.16 0.07 -1.395
C 0.031281 0.143310 2.784946 -0.17 -0.20 -0.59 -0.001
O -0.587560 -0.374801 1.578132 -0.56 -0.40 1.57 -0.397
H -1.235704 -1.123321 4.021840 -0.10 0.16 -0.01 0.361
H 0.072163 -0.299220 4.888718 -0.03 -0.07 0.00 0.373
H 0.430670 -1.682526 3.837848 -0.16 0.14 0.05 0.331
H -0.367447 1.146727 2.946151 -0.21 -0.10 0.18 0.275
H 1.104063 0.284022 2.573418 -0.32 -0.30 -0.01 0.209
H -1.135637 -1.168480 1.751220 0.66 0.58 -0.08 0.243
```
Positions in Å, forces in eV/Å.

Output
Total charge   -1
Relative energy (zero: lowest compared OMol25 entry of this formula, charge and spin)   28.77 kcal/mol
HOMO level (alpha / beta)   0.36 / -0.91 eV
Multiplicity   4
Kohn-Sham gap (alpha / beta)   0.102 / 0.148 Ha

---

This record from the Open Molecules 2025 dataset describes C14H35BrClGaO10P3 as an isolated structure. The level of theory is ωB97M-V with the def2-TZVPD basis set.

Geometry as XYZ:
```
65
Properties=species:S:1:pos:R:3:forces:R:3:mulliken_charge:R:1
O 1.998654 -0.231668 6.874784 -0.04 0.34 -0.17 -0.427
C 1.987372 0.372350 5.859143 -0.25 -0.59 0.11 0.536
Cl 2.744322 2.090981 5.913419 0.08 0.05 -0.03 -0.331
C 1.433277 0.014235 4.535705 0.32 0.31 0.04 -0.642
Ga 1.419318 -1.994791 4.079221 -0.22 0.49 -0.42 0.216
P 3.288671 -3.258811 4.831824 -0.41 -0.94 -0.16 0.141
O 3.629539 -2.924511 6.438875 0.10 0.59 -0.21 -0.499
Br 5.055760 -2.407324 3.695131 0.02 0.23 0.27 -0.323
H 0.403582 0.392118 4.529727 0.00 -0.14 0.03 0.288
H 1.965212 0.569479 3.763405 -0.06 0.01 0.03 0.207
H 1.471071 -2.081034 2.481493 0.13 -0.05 0.04 -0.194
H 0.037847 -2.664627 4.537915 0.15 -0.10 0.32 -0.296
H 3.221506 -3.627812 6.947722 0.15 -0.22 0.10 0.310
O 2.395601 0.822811 0.241861 0.86 -1.78 0.21 -0.617
P 3.237311 1.142477 -0.907138 -1.64 3.60 -1.35 0.837
O 4.267191 2.323410 -0.572653 0.38 -0.51 0.06 -0.266
C 5.214989 2.131455 0.491849 0.17 0.01 0.27 -0.285
C 6.358973 1.219366 0.093785 -0.09 -0.10 -0.16 -0.981
O 2.311930 1.955940 -1.960353 0.33 -0.29 -0.13 -0.308
C 0.887903 1.980113 -1.828156 -0.30 0.09 -0.03 -0.276
C 0.430697 3.291594 -1.228860 0.14 0.14 0.03 -1.141
O 4.016625 0.236289 -1.934768 0.06 -1.08 0.99 -0.284
C 4.158625 0.498038 -3.336581 0.17 -0.21 -0.44 -0.203
C 4.946956 1.748856 -3.649775 -0.04 0.19 0.15 -0.915
H 4.700488 1.744421 1.374166 -0.06 0.00 -0.04 0.288
H 5.592520 3.123284 0.737410 -0.08 0.05 -0.08 0.299
H 6.010921 0.199778 -0.077362 0.01 -0.01 0.07 0.268
H 7.110899 1.193316 0.882724 -0.02 0.02 0.02 0.417
H 6.824452 1.565571 -0.830853 0.04 0.06 0.05 0.208
H 0.537438 1.136971 -1.234653 0.12 0.01 0.08 0.323
H 0.479672 1.864677 -2.834669 0.07 -0.01 -0.01 0.268
H 0.917912 3.465836 -0.269020 -0.05 -0.11 0.04 0.277
H -0.650320 3.289936 -1.081358 0.00 -0.03 -0.02 0.370
H 0.693658 4.123251 -1.885586 -0.03 -0.01 -0.02 0.298
H 3.181943 0.508050 -3.817810 -0.12 0.14 0.19 0.243
H 4.688371 -0.371134 -3.728290 0.02 -0.05 0.17 0.345
H 4.408208 2.647783 -3.355563 -0.04 -0.02 0.02 0.268
H 5.132033 1.794174 -4.724525 0.01 -0.04 0.00 0.395
H 5.903959 1.745624 -3.127648 0.02 -0.05 -0.05 0.184
O -3.238965 0.262258 -2.111288 -0.51 1.80 0.80 -0.720
P -4.303044 -0.397913 -1.351217 0.03 -3.85 -1.49 0.837
O -3.739503 -1.347124 -0.206557 -0.05 0.52 0.24 -0.244
C -2.921731 -0.788692 0.843424 0.17 0.09 0.41 -0.123
C -3.747299 -0.026502 1.861153 -0.16 0.10 -0.14 -0.954
O -4.918180 -1.544655 -2.318721 -0.24 0.23 0.32 -0.282
C -4.615869 -1.593812 -3.710426 0.07 -0.14 -0.29 -0.305
C -3.584679 -2.665313 -3.992447 0.05 -0.11 0.14 -1.110
O -5.655666 0.161275 -0.769490 0.56 1.39 0.03 -0.309
C -6.912001 -0.533683 -0.753533 -0.50 0.05 0.14 -0.181
C -6.910289 -1.776755 0.104834 0.21 -0.14 -0.01 -0.938
H -2.149535 -0.149053 0.412621 -0.02 -0.06 -0.10 0.134
H -2.427897 -1.628224 1.327717 -0.01 -0.09 -0.16 0.316
H -4.191967 0.869406 1.422980 0.04 0.02 0.02 0.270
H -3.119698 0.277884 2.698473 0.03 -0.04 -0.01 0.401
H -4.564281 -0.645002 2.235045 0.07 -0.05 0.07 0.178
H -4.278681 -0.622412 -4.070944 0.07 0.03 0.13 0.345
H -5.551606 -1.829036 -4.224510 -0.02 0.00 0.07 0.296
H -2.685679 -2.498477 -3.398922 0.01 0.10 -0.05 0.278
H -3.312511 -2.673089 -5.049225 -0.02 0.01 0.00 0.388
H -3.975009 -3.648437 -3.724740 -0.01 0.01 -0.03 0.284
H -7.236174 -0.746676 -1.771010 0.25 -0.07 -0.09 0.237
H -7.621631 0.187464 -0.346841 0.14 0.11 0.04 0.342
H -6.281080 -2.558013 -0.317816 0.02 0.02 -0.04 0.278
H -7.929616 -2.159108 0.180074 -0.01 0.04 0.00 0.395
H -6.542496 -1.556784 1.106830 -0.07 0.03 0.01 0.192
```
Positions in Å, forces in eV/Å.

Output
Total charge   -1
HOMO level   -3.93 eV
Multiplicity   1
Kohn-Sham gap   0.227 Ha